The following is a DFT calculation (the ωB97M-V functional and the def2-TZVPD basis) of C24H29BF2I2IrN3S as an isolated structure.

Computed properties:
**Spin multiplicity**: 2
**Energy above the lowest of the compared OMol25 structures with the same formula, charge and spin**: 0.7 kcal per mole
**HOMO-LUMO gap (alpha / beta)**: 6.24 / 4.00 eV
**Net charge**: +3
**LUMO level (alpha / beta)**: -10.304 / -12.540 eV

Cartesian coordinates (Å):
Ir: 0.2139 0.2403 1.3472
I: -1.0750 0.2517 3.7600
C: -1.3497 2.3440 3.5581
I: -1.0692 2.7570 1.4952
H: -0.5814 2.8577 4.1271
H: -2.3552 2.6124 3.8654
C: 1.7753 3.2436 -0.5259
C: 2.7998 2.1669 -0.7157
C: 4.1123 2.5591 -0.9686
C: 5.1041 1.6291 -1.2182
C: 4.7806 0.2863 -1.2689
C: 3.4834 -0.1639 -1.0399
C: 3.2249 -1.6363 -1.1476
C: 2.5074 0.7956 -0.7251
N: 1.1166 0.3565 -0.5172
C: 0.4359 0.0416 -1.5772
C: 0.9195 0.2065 -2.9787
C: -0.9799 -0.4181 -1.4080
C: -1.7151 -0.8906 -2.6126
N: -1.4784 -0.4274 -0.2141
C: -2.8167 -0.4259 0.0905
C: -3.6439 0.6682 -0.3859
C: -3.1434 1.7674 -1.2724
C: -4.9679 0.6659 -0.0203
C: -5.4872 -0.3387 0.8062
C: -4.6757 -1.3880 1.2746
C: -3.3495 -1.4583 0.9394
C: -2.5171 -2.6271 1.3550
H: 2.1584 4.1877 -0.9065
H: 1.5477 3.4016 0.5266
H: 0.8482 3.0297 -1.0685
H: 4.3480 3.6148 -0.9769
H: 6.1176 1.9515 -1.4100
H: 5.5474 -0.4416 -1.4986
H: 4.1682 -2.1646 -1.2615
H: 2.6147 -1.8965 -2.0159
H: 2.7471 -2.0258 -0.2561
H: 1.8883 0.6939 -3.0082
H: 0.2010 0.8048 -3.5420
H: 0.9982 -0.7548 -3.4896
H: -1.1559 -1.7086 -3.0741
H: -1.7782 -0.1059 -3.3686
H: -2.7135 -1.2442 -2.3666
H: -2.0633 1.7841 -1.3983
H: -3.4474 2.7312 -0.8619
H: -3.6013 1.6901 -2.2615
H: -5.6227 1.4507 -0.3767
H: -6.5328 -0.3115 1.0850
H: -5.1186 -2.1643 1.8838
H: -3.1257 -3.3510 1.8914
H: -1.6915 -2.3256 2.0038
H: -2.0863 -3.1285 0.4867
S: 1.9009 -3.6954 2.8599
C: 1.2916 -3.9021 1.2842
C: 0.8044 -2.7306 0.8101
N: 0.9093 -1.6718 1.6859
C: 1.4794 -2.0693 2.8164
H: 1.3412 -4.8523 0.7781
H: 0.3725 -2.5826 -0.1638
H: 1.6980 -1.4106 3.6409
F: 3.0432 0.4107 2.2341
B: 1.8742 1.0111 2.2736
F: 1.7693 2.1003 3.0222



The following is a DFT calculation (the ωB97M-V functional and the def2-TZVPD basis) of an isolated molecule of CH3Cl2OPS in a non-equilibrium geometry.

Computed properties:
**Energy above the lowest of the compared OMol25 structures with the same formula, charge and spin**: 31.9 kcal per mole
**HOMO-LUMO gap**: 8.94 eV
**SMILES**: COP(=S)(Cl)Cl
**Net charge**: 0
**LUMO level**: -0.360 eV

Cartesian coordinates (Å):
C: 1.2014 0.1363 0.4783
O: 0.3400 0.5830 -0.4639
P: -1.1096 -0.1188 -0.5808
S: -0.9595 -2.2120 -0.9133
Cl: -1.9452 0.6333 1.1240
Cl: -1.9625 0.8741 -2.0578
H: 2.2721 0.4073 0.3841
H: 1.2121 -0.9887 0.4988
H: 0.9512 0.6856 1.5306



The following is a DFT calculation (the ωB97M-V functional and the def2-TZVPD basis) of C31H30F3N3O8ReS as an isolated structure.

Computed properties:
**Spin multiplicity**: 2
**Energy above the lowest of the compared OMol25 structures with the same formula, charge and spin**: 0.0 kcal per mole
**HOMO-LUMO gap (alpha / beta)**: 6.94 / 7.20 eV
**Net charge**: 0
**LUMO level (alpha / beta)**: -0.917 / -0.534 eV

Cartesian coordinates (Å):
Re: 0.0443 0.2834 0.1521
O: 3.6670 -1.4876 0.4850
C: 2.8965 -0.6882 0.9606
O: 1.5920 -0.7719 0.8243
C: 3.4475 0.4550 1.8069
C: 4.0261 1.5597 0.8889
C: 5.0794 2.3663 1.6557
C: 4.1815 3.1849 2.6165
C: 2.7849 2.7163 2.1878
O: 2.9390 2.4833 0.7878
C: 2.5258 1.2958 2.7454
C: 1.0457 0.9788 2.7647
O: 0.4697 0.5165 3.7071
O: 0.3981 1.4051 1.6527
H: 4.2511 -0.0011 2.3843
H: 4.3179 1.2108 -0.0975
H: 5.7969 1.7275 2.1686
H: 5.6249 3.0170 0.9742
H: 4.3781 2.9841 3.6691
H: 4.2905 4.2550 2.4474
H: 1.9771 3.4245 2.3578
H: 2.8542 1.2019 3.7793
C: -3.5490 5.0187 2.0199
C: -4.7128 4.0930 1.8044
C: -5.9388 4.3071 2.4263
C: -7.0044 3.4406 2.2390
C: -6.8692 2.3389 1.4060
C: -5.6643 2.1177 0.7601
C: -4.5962 2.9823 0.9687
N: -3.3587 2.7495 0.3037
C: -2.5896 1.6441 0.4298
N: -2.9005 0.7900 1.4121
C: -2.4724 -0.5509 1.5742
C: -1.2634 -0.9920 1.0415
C: -0.9385 -2.3457 1.2085
C: -1.7703 -3.1986 1.9054
C: -2.9436 -2.7093 2.4706
C: -3.3173 -1.3857 2.3183
C: -4.5893 -0.8711 2.9392
N: -1.5374 1.4745 -0.3685
C: -1.4823 2.3276 -1.5290
C: -2.2121 1.9480 -2.6486
C: -2.1962 2.7303 -3.7894
C: -1.4449 3.8967 -3.8041
C: -0.7182 4.2674 -2.6843
C: -0.7172 3.4956 -1.5243
C: 0.0955 3.9000 -0.3280
H: -3.7824 5.7569 2.7845
H: -3.2918 5.5559 1.1040
H: -2.6610 4.4657 2.3301
H: -6.0516 5.1644 3.0783
H: -7.9433 3.6263 2.7432
H: -7.7003 1.6650 1.2484
H: -5.5387 1.2807 0.0839
H: -3.0219 3.4388 -0.3537
H: -3.6719 1.0763 1.9952
H: -0.0066 -2.7120 0.7989
H: -1.5023 -4.2395 2.0298
H: -3.5867 -3.3706 3.0388
H: -5.0975 -1.6708 3.4741
H: -5.2858 -0.4811 2.1924
H: -4.3934 -0.0731 3.6627
H: -2.7694 1.0197 -2.6172
H: -2.7515 2.4208 -4.6640
H: -1.4164 4.5147 -4.6918
H: -0.1273 5.1753 -2.7031
H: 0.4688 4.9159 -0.4539
H: 0.9555 3.2414 -0.1973
H: -0.4878 3.8507 0.5946
F: 3.2549 -0.6830 -3.3366
C: 2.1213 -1.2765 -2.9694
F: 1.6679 -2.0099 -3.9830
F: 2.3418 -2.0576 -1.9315
S: 0.8777 0.0314 -2.5664
O: 0.3469 0.4589 -3.8135
O: 1.5442 1.0053 -1.7060
O: -0.1016 -0.7116 -1.6778



The following is a DFT calculation (the ωB97M-V functional and the def2-TZVPD basis) of C43H43N2O2S4W as an isolated structure in a non-equilibrium geometry.

Computed properties:
**Spin multiplicity**: 3
**Energy above the lowest of the compared OMol25 structures with the same formula, charge and spin**: 85.2 kcal per mole
**HOMO-LUMO gap (alpha / beta)**: 5.78 / 4.63 eV
**Net charge**: +3
**LUMO level (alpha / beta)**: -10.078 / -11.176 eV

Cartesian coordinates (Å):
W: -0.0454 -1.0986 0.4951
C: -0.9064 5.9763 -0.0168
C: -0.6568 5.0360 -1.1970
C: 0.7540 5.2955 -1.7519
C: -1.7047 5.3135 -2.2948
C: -0.8113 3.5935 -0.8129
C: -1.4048 3.1713 0.3876
C: -1.4494 1.8377 0.7169
N: -0.9609 0.8431 -0.0611
C: -0.5152 1.2341 -1.2991
C: -0.4200 2.5647 -1.6728
C: -0.1966 0.1391 -2.2170
C: -0.0282 0.3080 -3.5861
C: 0.1715 -0.7883 -4.4254
C: 0.1179 -2.0497 -3.8078
C: -0.0149 -2.1518 -2.4458
N: -0.1596 -1.0854 -1.6344
C: 0.4750 -0.6641 -5.8877
C: 1.8439 -1.3402 -6.0994
C: -0.5906 -1.4142 -6.7042
C: 0.5554 0.7828 -6.3761
H: -0.7352 7.0012 -0.3332
H: -0.2269 5.7630 0.8060
H: -1.9336 5.9201 0.3340
H: 0.8816 6.3644 -1.8964
H: 0.9206 4.8176 -2.7130
H: 1.5162 4.9569 -1.0522
H: -1.5785 6.3309 -2.6522
H: -2.7103 5.2121 -1.8941
H: -1.5932 4.6374 -3.1394
H: -1.8234 3.8953 1.0663
H: -1.9122 1.5285 1.6462
H: -0.0162 2.8150 -2.6402
H: -0.0677 1.2952 -4.0126
H: 0.1808 -2.9518 -4.3919
H: -0.0078 -3.1237 -1.9562
H: 1.8120 -2.3967 -5.8484
H: 2.6099 -0.8609 -5.4928
H: 2.1227 -1.2489 -7.1447
H: -0.5883 -2.4790 -6.4888
H: -0.3749 -1.2858 -7.7616
H: -1.5846 -1.0173 -6.5088
H: 1.3227 1.3438 -5.8463
H: -0.4009 1.2938 -6.2876
H: 0.8241 0.7768 -7.4292
O: 1.4758 -0.0679 0.2575
C: 2.0354 -0.1744 1.5547
C: 3.5227 -0.0831 1.5543
C: 4.3571 0.1629 2.6184
C: 5.7097 0.1215 2.2495
C: 5.8907 -0.1843 0.9305
S: 4.4134 -0.4149 0.0992
C: 1.3345 0.8605 2.4040
C: 0.1492 0.6398 3.0783
C: -0.3150 1.8080 3.7275
C: 0.4898 2.8819 3.5031
S: 1.8396 2.5048 2.5175
C: 1.5721 -1.6169 1.9830
C: 1.8380 -2.6666 0.8773
C: 2.2487 -3.9416 1.5614
C: 2.4267 -3.8444 2.8746
S: 2.0930 -2.2654 3.5446
H: 4.0139 0.3750 3.6146
H: 6.5194 0.3111 2.9307
H: 6.8176 -0.2641 0.3983
H: -0.2716 -0.3468 3.2609
H: -1.1928 1.8401 4.3459
H: 0.3692 3.8767 3.8857
H: 2.6151 -2.3353 0.1414
H: 2.3834 -4.8404 0.9843
H: 2.7491 -4.6111 3.5538
O: 0.6368 -2.7794 0.1514
S: -1.0169 -3.3027 2.4351
C: -1.5259 -3.5457 4.1493
C: -1.3629 -2.6082 5.1588
C: -1.7123 -2.9555 6.4538
C: -2.1972 -4.2230 6.7406
C: -2.3218 -5.1605 5.7255
C: -1.9858 -4.8281 4.4260
C: -1.8867 -1.8950 1.6406
C: -2.0580 -2.0795 0.1952
C: -3.0849 -1.3277 -0.4597
C: -3.8797 -0.4472 0.2258
C: -3.7518 -0.3309 1.6249
C: -2.8042 -1.0411 2.3253
H: -0.9571 -1.6259 4.9642
H: -1.5934 -2.2246 7.2368
H: -2.4642 -4.4868 7.7518
H: -2.6862 -6.1539 5.9333
H: -2.0759 -5.5529 3.6339
H: -1.8529 -3.0848 -0.2097
H: -3.2565 -1.5102 -1.5127
H: -4.6632 0.0894 -0.2868
H: -4.4670 0.2697 2.1648
H: -2.8072 -1.0122 3.4090



The following is a DFT calculation (the ωB97M-V functional and the def2-TZVPD basis) of an isolated molecule of C6H11N in a non-equilibrium geometry.

Computed properties:
**Energy above the lowest of the compared OMol25 structures with the same formula, charge and spin**: 119.8 kcal per mole
**HOMO-LUMO gap**: 10.00 eV
**SMILES**: C1CCN2C[C@H]2C1
**Net charge**: 0
**LUMO level**: 1.145 eV

Cartesian coordinates (Å):
C: -1.3279 0.5883 -0.4452
C: -1.2221 -0.7210 0.3889
C: 0.0440 -1.5140 -0.0751
C: 2.1229 0.0790 -0.0265
C: 0.9246 0.6602 0.2187
C: -0.2609 1.5381 0.0533
H: -0.9551 0.3617 -1.5706
H: -2.4699 0.7532 -0.6046
H: -2.0687 -1.2512 -0.1907
H: -1.7254 -0.5535 1.4919
H: 0.3967 -2.0263 0.8106
H: -0.3863 -2.1181 -0.9202
H: 2.6923 -0.3080 0.8695
H: 2.8163 0.4019 -0.9341
H: 0.7773 0.4537 1.3110
H: -0.0696 2.1128 -0.7762
H: -0.2638 2.0984 0.9659
N: 0.9755 -0.5552 -0.5662



The following is a DFT calculation (the ωB97M-V functional and the def2-TZVPD basis) of an isolated ion of composition C21H13BF6N5O8S and charge -1 in a non-equilibrium geometry.

Computed properties:
**Energy above the lowest of the compared OMol25 structures with the same formula, charge and spin**: 92.5 kcal per mole
**HOMO-LUMO gap**: 5.22 eV
**Net charge**: -1
**LUMO level**: 0.640 eV

Cartesian coordinates (Å):
C: -5.7354 0.8021 -2.2809
C: -4.6433 0.2368 -1.4387
C: -4.1285 -1.0413 -1.5568
C: -3.0656 -1.3141 -0.6843
C: -2.7013 -0.2033 0.1053
B: -1.8026 0.3512 2.2491
C: -1.1735 0.5115 0.5794
C: -0.6035 1.8465 0.4392
C: 0.4709 2.1577 -0.4062
C: 0.9379 3.5936 -0.5406
F: 1.5641 3.8485 -1.7339
F: -0.1154 4.4617 -0.4517
F: 1.8303 3.9735 0.4311
C: 1.1054 1.1866 -1.1712
C: 0.6992 -0.1282 -0.9433
C: 1.3638 -1.2146 -1.7632
F: 1.1507 -2.4695 -1.2683
F: 0.8864 -1.2153 -3.0541
F: 2.7246 -1.0739 -1.8696
C: -0.2793 -0.4392 -0.0178
O: -2.5160 1.5298 2.6231
C: -3.8270 1.1684 3.0773
C: -4.1796 -0.2573 2.6023
O: -3.0137 -0.7415 1.9187
S: -3.8962 1.0748 -0.1705
H: -6.0748 0.0770 -3.0369
H: -6.5936 1.0786 -1.6496
H: -5.4214 1.7167 -2.8084
H: -4.5239 -1.7478 -2.2880
H: -2.5674 -2.2672 -0.5733
H: -0.9082 2.6714 1.0864
H: 1.8607 1.4226 -1.9095
H: -0.4595 -1.4938 0.1841
H: -3.7737 1.2103 4.1755
H: -4.5658 1.8837 2.6928
H: -4.3583 -0.8794 3.4949
H: -5.0704 -0.2824 1.9523
O: 1.0170 -5.3841 4.2947
N: 1.1523 -4.2934 3.7839
C: 0.3479 -3.2186 3.4751
C: 1.1462 -2.2067 2.9209
N: 2.4483 -2.6285 2.8549
O: 2.4393 -3.9051 3.3197
C: 0.6157 -0.8842 2.7026
N: 1.5033 0.2271 2.6178
O: 2.6213 0.0538 2.1102
O: 1.1405 1.3190 3.1243
C: -0.8014 -0.5609 3.0117
C: -1.4346 -1.6466 3.8188
N: -2.1423 -1.4120 4.9783
O: -2.4762 -0.3678 5.5184
O: -2.2847 -2.6452 5.6586
N: -1.5848 -3.6581 5.0116
C: -0.9690 -2.9766 3.9794
H: -0.7752 0.3820 3.6411



Question: Look up the net charge of the sixth one.
Answer: -1